# 1
C4H5Cl in the gas phase at a distorted geometry. Source: the Open Molecules 2025 dataset; level of theory: wB97M-V/def2-TZVPD.

```
10
Properties=species:S:1:pos:R:3:lowdin_charge:R:1
C 0.7157 0.1534 0.1697 -0.549
C -0.0284 -0.9043 0.0482 -0.106
C -0.8104 -1.9575 -0.1656 0.046
C 0.0916 1.5285 0.0121 -0.178
Cl 2.6041 0.6182 0.4609 0.445
H -1.3841 -2.4016 0.6025 0.046
H -0.9785 -2.3734 -1.1156 0.044
H -1.0442 1.4781 0.0852 0.096
H 0.4196 1.7877 -1.0293 0.089
H 0.4148 2.0709 0.9319 0.067
```

Output
**SMILES**: C=C=C(C)Cl
**Highest occupied orbital energy**: -9.8417 eV

# 2
A molecular structure, C4H5Cl11 at a distorted geometry. Source: the Open Molecules 2025 dataset; level of theory: wB97M-V/def2-TZVPD.

```
20
Properties=species:S:1:pos:R:3:lowdin_charge:R:1
C 0.5424 -1.5882 0.9835 -1.596
Cl 0.7791 -3.3311 1.0013 0.574
Cl 1.7422 -0.7894 2.0540 0.533
Cl -1.0054 -1.3301 1.6841 0.593
H 0.6083 -1.0892 0.0166 -0.267
C 0.5768 -0.8236 -3.3558 -1.435
Cl 1.7962 0.4157 -3.9480 0.484
Cl 0.6169 -1.0476 -1.5665 0.625
Cl 0.8158 -2.3280 -4.3011 0.531
H -0.4308 -0.4750 -3.5823 -0.043
C -1.2520 0.8783 2.9394 -1.680
Cl -2.4178 2.2424 2.7214 0.502
Cl -1.9490 -0.2604 4.0640 0.536
Cl 0.3305 1.4328 3.4569 0.528
H -1.1432 0.3814 1.9753 -0.299
C 0.1926 1.6763 -0.7802 -0.811
Cl -0.4732 1.1410 -2.2875 0.565
Cl -0.4521 0.5635 0.4452 0.556
H 1.2739 1.6348 -0.9115 0.051
H -0.1512 2.6963 -0.6088 0.052
```

Output
**Highest occupied orbital energy**: -9.9561 eV

# 3
2 unconnected molecules or ions with the total composition C4H5Cl2F at a distorted geometry. Source: the Open Molecules 2025 dataset; level of theory: wB97M-V/def2-TZVPD.

```
12
Properties=species:S:1:pos:R:3:lowdin_charge:R:1
C -0.4825 0.7505 -0.6710 -0.104
C -2.2657 -0.3027 0.2481 -1.110
C 1.5977 0.0232 0.6077 -0.098
C 0.6594 -0.1888 -0.5786 -0.283
F -0.3059 1.8863 -0.0258 0.032
Cl -3.6118 0.6894 0.3103 0.574
Cl -2.5191 -1.7749 -0.5119 0.571
H 1.0143 0.1716 1.5142 0.076
H 2.2296 -0.8522 0.7442 0.073
H 2.2344 0.8932 0.4593 0.073
H 1.2111 -0.0985 -1.5216 0.120
H 0.2386 -1.1970 -0.5747 0.078
```

Output
**Highest occupied orbital energy (spin up / spin down)**: -8.5430 / -8.1893 eV

# 4
A molecular structure, C4H5Cl2N3 at a distorted geometry. Source: the Open Molecules 2025 dataset; level of theory: wB97M-V/def2-TZVPD.

```
14
Properties=species:S:1:pos:R:3:lowdin_charge:R:1
C -0.7219 -0.0112 0.1111 -0.153
C 1.5425 -0.5796 -0.3595 -0.732
C -0.2288 -1.3823 -1.6452 -0.249
C 0.6740 0.4929 0.2392 -0.541
N -1.1858 -0.8038 -0.7752 0.090
N 1.1025 -1.4529 -1.1243 0.068
N 1.1301 1.1146 1.3543 0.072
Cl 3.0750 -0.8715 0.3689 0.732
Cl 0.5722 2.2504 -1.2098 0.152
H -1.3030 0.3678 0.9207 0.111
H -0.6456 -2.3633 -1.9288 0.129
H -0.1171 -0.7327 -2.5108 0.135
H 2.0738 1.0895 1.6531 0.058
H 0.7333 2.0354 1.6340 0.127
```

Output
**Highest occupied orbital energy**: -9.9125 eV

# 5
C4H5Cl2NOS in the gas phase at a distorted geometry. Source: the Open Molecules 2025 dataset; level of theory: wB97M-V/def2-TZVPD.

```
14
Properties=species:S:1:pos:R:3:lowdin_charge:R:1
C -2.2049 -0.1197 -0.4283 -0.685
C -2.9476 0.8563 -0.0865 -0.594
C -0.8326 -0.2705 -1.0587 -0.257
C 0.9671 0.2699 0.5747 -0.104
N 0.0702 0.7372 -0.4568 -0.458
O 0.3245 3.1559 0.2513 -0.489
S -0.3325 2.3199 -0.6807 0.969
Cl -2.8594 -1.8983 -0.2161 0.489
Cl -4.5881 0.9680 0.3851 0.624
H -0.5200 -1.2706 -0.9267 0.076
H -1.2238 -0.0435 -2.0665 0.129
H 0.4725 -0.5875 1.1068 0.099
H 1.9942 -0.2285 0.3362 0.120
H 1.0140 1.1401 1.2692 0.080
```

Output
**Highest occupied orbital energy (spin up / spin down)**: -9.2319 / -7.7607 eV

# 6
C4H5ClFP in the gas phase at a distorted geometry. Source: the Open Molecules 2025 dataset; level of theory: wB97M-V/def2-TZVPD.

```
12
Properties=species:S:1:pos:R:3:lowdin_charge:R:1
C 0.0910 1.6334 0.5992 -0.092
C -0.5912 1.0352 -0.4161 -0.169
C 0.9179 0.3780 0.9590 -0.136
C 0.1673 -0.1975 -0.3670 -0.475
F 0.1528 -2.9746 -0.2905 -0.413
P -1.0390 -1.8210 -0.1685 0.558
Cl -1.4950 -1.8146 -2.1104 0.247
H -0.0976 2.5575 1.2002 0.105
H -1.2849 1.3421 -1.2854 0.125
H 1.9743 0.6568 1.1085 0.098
H 0.4840 -0.1339 1.8883 0.111
H 0.7204 -0.6615 -1.1172 0.039
```

Output
**SMILES**: FP(Cl)[C@H]1C=CC1
**Highest occupied orbital energy**: -8.9160 eV

# 7
C4H5ClN2O in the gas phase at a distorted geometry. Source: the Open Molecules 2025 dataset; level of theory: wB97M-V/def2-TZVPD.

```
13
Properties=species:S:1:pos:R:3:lowdin_charge:R:1
C 1.2342 -0.5011 0.0442 -0.690
C 0.2239 -1.3747 -0.3310 -0.076
C -1.0964 -1.0959 -0.1036 -0.473
C 0.8587 0.9730 0.4236 -0.154
H 0.5644 -2.3570 -0.9632 0.176
H -2.4279 0.6493 0.3066 0.264
H -0.7087 2.1869 -0.4315 0.123
H 1.7153 1.5066 0.0483 0.078
H 0.4442 1.1228 1.4643 0.133
N -1.2456 0.3421 0.0226 -0.079
N -0.3024 1.2284 -0.6463 -0.036
O -2.1179 -1.8237 0.1958 -0.021
Cl 2.8584 -0.8568 -0.0297 0.754
```

Output
**SMILES**: O=C1C=C(Cl)CNN1
**Highest occupied orbital energy**: -8.9395 eV

# 8
2 unconnected molecules or ions with the total composition C4H5ClOS at a distorted geometry. Source: the Open Molecules 2025 dataset; level of theory: wB97M-V/def2-TZVPD.

```
12
Properties=species:S:1:pos:R:3:lowdin_charge:R:1
C 1.4764 -1.2924 -1.2277 -0.005
C 0.2815 -0.4754 -0.8222 -0.672
C -1.1042 1.6062 2.7877 -0.333
C 0.2697 -1.7903 -1.3135 -0.104
O -0.1874 -0.6264 3.2955 -0.581
S -1.4467 0.0819 3.1415 0.845
Cl -0.1005 0.7992 -2.0509 0.504
H 2.4731 -1.2326 -1.4357 0.073
H 0.2397 -0.0193 0.1803 0.075
H -0.1594 2.0739 2.7378 0.014
H -2.0655 2.2597 2.6929 0.056
H -0.3599 -2.6458 -1.6908 0.127
```

Output
**Highest occupied orbital energy**: -9.9359 eV

# 9
C4H5ClOS in the gas phase at a distorted geometry. Source: the Open Molecules 2025 dataset; level of theory: wB97M-V/def2-TZVPD.

```
12
Properties=species:S:1:pos:R:3:lowdin_charge:R:1
C -0.1779 -0.3903 0.3376 -0.959
C -0.2671 -1.7115 -0.5581 -0.115
C 1.3749 -0.4350 -0.1180 -0.186
C -0.8479 0.8154 -0.1936 -0.658
H -1.2856 -1.8370 -1.1066 0.137
H -0.0649 -2.6996 0.1024 0.155
H 1.8531 0.6112 -0.1175 0.093
H 2.0039 -1.1101 0.5635 0.128
H -1.7868 1.1608 0.4401 0.093
O 0.8901 -1.1492 -1.3924 -0.174
S -0.0290 1.7765 -1.2359 0.758
Cl -0.4629 -0.2958 2.0132 0.728
```

Output
**SMILES**: S=CC1(Cl)COC1
**Highest occupied orbital energy**: -8.8858 eV

# 10
2 unconnected molecules or ions with the total composition C4H5ClOS2 at a distorted geometry. Source: the Open Molecules 2025 dataset; level of theory: wB97M-V/def2-TZVPD.

```
13
Properties=species:S:1:pos:R:3:lowdin_charge:R:1
C 0.4894 0.8652 0.7538 -0.534
C -0.0898 -0.6982 0.6321 -0.630
C -1.1115 -0.0211 -0.4252 -0.694
C -0.0946 1.1616 -0.6415 -0.695
H 2.6994 0.0084 0.4423 0.357
H -0.0400 1.3589 1.6554 0.164
H 0.6040 -1.4456 0.1754 0.103
H -2.0657 0.2748 -0.0239 0.074
H -0.2178 -2.0427 -1.9209 -0.010
O 1.7756 1.1678 1.0159 -0.124
S -1.5744 -1.2518 -1.7386 0.631
S 0.5846 1.6484 -2.0501 0.724
Cl -0.9592 -1.0256 2.1253 0.635
```

Output
**Highest occupied orbital energy**: -8.9301 eV

# 11
2 unconnected molecules or ions with the total composition C4H5ClS at a distorted geometry. Source: the Open Molecules 2025 dataset; level of theory: wB97M-V/def2-TZVPD.

```
11
Properties=species:S:1:pos:R:3:lowdin_charge:R:1
C 1.8004 0.9485 -0.2267 -0.769
C 0.4672 0.4419 0.5518 -0.104
C -0.7095 -0.0040 0.2861 -0.158
C -2.0799 -0.6608 0.3110 -0.622
H 1.2140 -1.7340 -0.7274 0.138
H 1.6339 1.6931 -1.1021 0.082
H 2.5286 1.7189 0.5049 0.132
H -2.0782 -1.8555 0.2021 0.129
H -2.1920 -0.3006 1.3800 0.083
S 2.7524 -0.4301 -0.5241 0.566
Cl -3.3369 0.1825 -0.6557 0.523
```

Output
**Highest occupied orbital energy**: -9.0820 eV

# 12
C4H5ClS in the gas phase at a distorted geometry. Source: the Open Molecules 2025 dataset; level of theory: wB97M-V/def2-TZVPD.

```
11
Properties=species:S:1:pos:R:3:lowdin_charge:R:1
C -1.6765 1.9434 0.1223 -0.107
C -0.4136 1.1930 -0.1358 -0.200
C -0.3229 -0.1356 -0.1279 -0.732
C 1.0810 -0.6663 0.1229 -0.646
H -2.4542 1.9283 -0.6706 0.088
H -2.2533 1.4328 0.9981 0.106
H -1.5038 2.9807 0.3430 0.059
H 0.4240 1.6967 -0.6439 0.099
H 1.0402 -1.6965 0.3758 0.014
S 2.5298 0.1030 0.0056 0.659
Cl -1.6316 -1.2939 -0.0224 0.660
```

Output
**SMILES**: C/C=C(\Cl)C=S
**Highest occupied orbital energy**: -8.9084 eV

# 13
2 unconnected molecules or ions with the total composition C4H5F at a distorted geometry. Source: the Open Molecules 2025 dataset; level of theory: wB97M-V/def2-TZVPD.

```
10
Properties=species:S:1:pos:R:3:lowdin_charge:R:1
C 2.0653 -0.3938 -0.0238 0.003
C 0.9465 0.3474 0.1276 -0.308
C -0.2485 -0.3172 -0.0157 0.070
C -2.4505 0.6471 0.3265 0.047
F -3.2205 -0.3800 -0.1175 -0.112
H 2.9266 0.0329 -0.5105 0.056
H 2.0185 -1.5045 -0.0761 0.076
H 1.1824 1.3611 0.1366 0.078
H -0.5959 -1.3108 0.4895 0.083
H -2.6239 1.5179 -0.3366 0.005
```

Output
**Highest occupied orbital energy (spin up / spin down)**: -8.2329 / -8.4161 eV

# 14
C4H5F2N in the gas phase at a distorted geometry. Source: the Open Molecules 2025 dataset; level of theory: wB97M-V/def2-TZVPD.

```
12
Properties=species:S:1:pos:R:3:lowdin_charge:R:1
C -0.2811 -0.6127 0.3499 0.080
C -0.4990 1.6112 -1.1613 -0.061
C -1.1390 0.4637 -0.3761 -0.195
C 1.5163 -2.1649 1.5188 -0.409
N 0.6674 -1.1739 0.8947 0.152
F 1.9821 -1.5281 2.6068 0.008
F 2.4541 -2.5321 0.6164 0.012
H -1.2539 2.2994 -1.3201 0.045
H -0.1873 1.2142 -2.2056 0.124
H 0.2782 1.9437 -0.5436 0.059
H -1.7730 0.5998 0.5256 0.128
H -1.7646 -0.1203 -0.9055 0.056
```

Output
**Highest occupied orbital energy (spin up / spin down)**: -7.3124 / -7.3095 eV

# 15
C4H5F3 in the gas phase at a distorted geometry. Source: the Open Molecules 2025 dataset; level of theory: wB97M-V/def2-TZVPD.

```
12
Properties=species:S:1:pos:R:3:lowdin_charge:R:1
C 1.2316 0.3480 -0.1381 -0.031
C -0.2456 0.5839 0.1930 -0.290
C 0.5594 -0.4207 -1.1945 -0.403
C -1.1333 -0.1485 1.1391 -0.031
F -0.7082 1.7332 -0.3971 0.019
F 0.4957 -0.0578 -2.4253 0.164
F 0.4557 -1.8087 -1.0759 0.044
H 1.8533 1.0787 -0.6272 0.118
H 1.8701 -0.3393 0.4962 0.145
H -1.0912 -1.1780 0.9314 0.056
H -2.2278 -0.0022 0.8870 0.106
H -1.0598 0.2114 2.2115 0.102
```

Output
**SMILES**: C[C@@]1(F)CC1(F)F
**Highest occupied orbital energy**: -8.2725 eV

# 16
2 unconnected molecules or ions with the total composition C4H5F3O at a distorted geometry. Source: the Open Molecules 2025 dataset; level of theory: wB97M-V/def2-TZVPD.

```
13
Properties=species:S:1:pos:R:3:lowdin_charge:R:1
C -1.4727 0.8429 -0.2772 -0.009
C -0.3629 1.2220 0.2729 -0.317
C 1.4338 -1.0750 0.2424 -0.124
C 0.2285 -1.6211 0.2509 -0.301
O 0.7102 1.8657 -0.2960 -0.020
F 2.0104 -0.9112 -0.9112 0.086
F -0.3818 -2.0266 1.4639 0.042
F -0.6040 -1.8619 -0.7452 0.143
H -2.2342 0.1994 0.1754 0.075
H -1.6586 0.9606 -1.3300 0.063
H -0.1195 0.9880 1.2731 0.105
H 1.9082 -0.7874 1.1089 0.117
H 0.5426 2.2047 -1.2279 0.141
```

Output
**SMILES**: FC=C(F)F.C=CO
**Highest occupied orbital energy**: -9.2116 eV

# 17
A molecular structure, C4H5F3O2Sn at a distorted geometry. Source: the Open Molecules 2025 dataset; level of theory: wB97M-V/def2-TZVPD.

```
15
Properties=species:S:1:pos:R:3:lowdin_charge:R:1
Sn -1.5403 3.6555 -0.3484 1.888
C 1.7632 -0.3725 -1.5915 -0.015
C 0.6632 0.4378 -0.9221 -0.197
O 0.1707 -0.2931 0.2129 0.104
C -0.9157 0.0244 0.8158 -0.338
O -1.5399 1.0739 0.6744 -0.068
C -1.2884 -0.9771 1.9475 -0.561
F -0.3919 -1.9390 2.0408 0.224
F -1.2951 -0.3057 3.0914 0.211
F -2.4643 -1.5081 1.6532 0.219
H 2.1863 -1.0995 -0.9002 0.104
H 2.5141 0.2544 -2.0605 0.098
H 1.2830 -0.9978 -2.3451 0.098
H -0.1217 0.6042 -1.6695 0.125
H 0.9767 1.4425 -0.5986 0.110
```

Output
**Total charge**: +2
**Highest occupied orbital energy**: -19.1202 eV

# 18
A molecular structure, C4H5FN3 at a distorted geometry. Source: the Open Molecules 2025 dataset; level of theory: wB97M-V/def2-TZVPD.

```
13
Properties=species:S:1:pos:R:3:lowdin_charge:R:1
C -0.1074 0.5927 -0.3510 -0.353
H 1.3290 -0.9375 0.0984 0.117
F -2.0149 0.4850 -0.2631 -0.453
C 0.2332 -0.8416 0.1147 -0.287
H -0.1390 -1.5138 -0.6760 0.110
C 0.2018 1.5626 0.7103 -0.241
N 0.4975 2.4138 1.4355 0.112
C 0.7079 0.9344 -1.6161 -0.357
N 1.3037 0.3753 -2.4904 0.062
N -0.2553 -1.1910 1.4304 -0.012
H 0.0846 -2.1086 1.7007 0.053
H -1.2842 -1.2611 1.3769 0.071
H -0.5569 1.4898 -1.4702 0.178
```

Output
**Total charge**: -1
**Highest occupied orbital energy (spin up / spin down)**: -3.3184 / -3.3181 eV

# 19
C4H5FO in the gas phase at a distorted geometry. Source: the Open Molecules 2025 dataset; level of theory: wB97M-V/def2-TZVPD.

```
11
Properties=species:S:1:pos:R:3:lowdin_charge:R:1
C -0.8068 0.1928 0.2546 -0.277
C -0.0599 -1.1698 0.2322 -0.046
C 1.3543 0.5462 -0.3315 -0.098
C 0.2126 1.1918 -0.0039 -0.034
H -1.5178 0.5759 1.0479 0.159
H -0.7639 -1.8146 -0.2192 0.109
H 0.1420 -1.4674 1.2356 0.114
H 2.2888 0.5725 -0.8856 0.139
H -0.2291 2.1585 0.1275 0.104
O 1.1197 -0.7626 -0.6065 -0.079
F -1.7398 -0.0232 -0.8512 -0.092
```

Output
**SMILES**: F[C@@H]1C=COC1
**Highest occupied orbital energy**: -9.2335 eV

# 20
C4H5FO2 in the gas phase at a distorted geometry. Source: the Open Molecules 2025 dataset; level of theory: wB97M-V/def2-TZVPD.

```
12
Properties=species:S:1:pos:R:3:lowdin_charge:R:1
C -1.6853 0.0978 -0.2879 -0.200
C 0.9715 0.1390 -0.9531 -0.053
C 0.6779 0.2351 1.1512 -0.123
C -0.2745 -0.3367 0.1054 -0.354
O -2.4479 0.8566 0.2074 0.112
O 1.6721 0.6095 0.2031 -0.127
F -0.4004 -1.6956 0.1209 0.020
H -1.8785 -0.7173 -1.0814 0.154
H 1.4903 -0.6823 -1.5033 0.127
H 0.5226 0.9141 -1.6594 0.131
H 0.3378 1.1741 1.7768 0.157
H 1.0142 -0.5943 1.9204 0.157
```

Output
**SMILES**: O=CC1(F)COC1
**Highest occupied orbital energy**: -10.2482 eV